Record 1
Below is a 2-piece molecular cluster, C3H8NO3 overall, with properties calculated with ωB97M-V with the def2-TZVPD basis set.

XYZ file:
```
15
Properties=species:S:1:pos:R:3:forces:R:3:lowdin_charge:R:1
O 1.211442 -1.446951 1.762478 0.653 -0.874 -0.013 0.132
O 1.491695 0.440372 0.311281 -0.193 -0.935 1.149 -0.084
H -0.135626 -1.333000 -1.188746 0.041 -0.066 -0.048 0.117
H 1.406727 0.014769 -1.655729 -0.110 0.707 -0.209 0.131
H -0.870752 -1.674474 0.828043 -0.666 0.111 0.153 0.120
O -2.436347 1.471121 -1.819493 0.242 -0.025 -0.306 -0.053
N -0.382435 -0.446422 -0.777662 0.309 0.556 0.369 -0.033
H -1.375234 0.089808 1.021496 -0.286 -0.168 0.020 0.120
H 0.786230 0.454061 2.147085 -0.795 -0.331 0.310 0.166
H -2.229765 1.991575 -1.055941 -0.532 0.909 0.850 0.013
C 0.751466 -0.326455 1.367442 0.249 2.152 -1.191 -0.423
H -1.568246 1.067602 -1.893782 0.029 -0.870 -0.531 -0.011
H 0.482612 1.499005 -1.112038 -0.025 -0.069 -0.071 0.118
C 0.776627 0.470664 -0.878685 0.042 -1.282 -0.655 -0.240
C -0.670728 -0.630868 0.619959 1.043 0.185 0.176 -0.074
```
Forces are in eV/Å.

As for the spin multiplicity: 2. As for the HOMO-LUMO gap (spin up / spin down): 10.690 / 8.068 eV. Its expectation value of S² is 0.76. As for the energy relative to the best compared isomer or geometry (same formula, charge and spin): 127.7 kJ/mol. The charge is 0.

---

Record 2
Below is C3H8NO3 as an isolated structure, with properties calculated with ωB97M-V with the def2-TZVPD basis set.

XYZ file:
```
15
Properties=species:S:1:pos:R:3:forces:R:3:lowdin_charge:R:1
C -0.510395 -0.605824 1.814745 0.104 0.155 -0.365 -0.034
O -1.649075 -0.422452 -1.761602 0.958 1.473 0.714 -0.042
C 0.136984 0.011346 -1.401958 -3.611 -0.641 -0.634 -0.410
C 0.488546 -0.969271 0.736499 -0.141 -0.856 0.924 -0.115
H -0.213545 0.303994 2.329530 0.016 0.040 0.070 0.090
H -0.679732 1.314847 -2.754564 0.242 -0.177 0.314 0.190
H -1.504956 -0.478440 1.392242 -0.036 -0.026 -0.002 0.090
O -0.336369 -1.027492 -2.029781 2.161 -0.339 0.038 0.019
H -0.543491 -1.417777 2.535701 0.025 -0.088 0.058 0.099
H 0.307736 2.102640 -1.622474 -0.018 -0.269 -0.226 0.198
H 0.199199 -1.877466 0.205021 0.105 0.222 -0.101 0.138
H 1.502107 -1.062902 1.134152 -0.161 0.072 -0.223 0.142
O 0.565499 0.146035 -0.222474 0.423 0.491 -0.888 0.108
H 0.996947 1.237084 -2.902981 -0.159 0.001 0.300 0.200
N 0.215792 1.270042 -2.226304 0.094 -0.059 0.021 0.325
```
Forces are in eV/Å.

As for the HOMO-LUMO gap: 9.961 eV. As for the energy relative to the best compared isomer or geometry (same formula, charge and spin): 537.2 kJ/mol. The charge is +1.

---

Record 3
Below is a 2-piece molecular cluster, C3H8NO3S overall, with properties calculated with ωB97M-V with the def2-TZVPD basis set.

XYZ file:
```
16
Properties=species:S:1:pos:R:3:forces:R:3:lowdin_charge:R:1
O 1.622759 -1.321393 0.374535 1.022 0.644 -0.083 -0.048
H 0.670011 1.425949 0.422958 -0.521 0.662 -0.154 0.120
S 0.254202 2.096396 -2.392568 -0.324 0.362 -0.494 0.635
C 0.743009 -0.592247 0.841329 -3.276 -1.579 -0.824 -0.654
H -0.257970 2.784202 -1.362580 -0.091 -0.137 -0.036 -0.159
H 0.166218 -0.355673 -1.974404 -0.510 0.699 -0.181 0.080
N -1.311152 0.752498 0.246363 -0.270 1.138 0.807 0.010
H -1.815700 -0.092309 0.027761 0.135 -0.368 -0.281 0.061
H -0.770663 -3.488287 2.357098 0.092 0.069 0.287 0.025
C 0.097412 0.615046 -0.040803 2.725 -0.849 1.004 -0.425
H -1.357542 0.769035 1.294421 0.131 -0.081 -1.333 0.085
O -0.028545 -0.867047 1.818259 1.151 0.537 0.102 -0.119
O -1.531163 -3.060281 2.769261 -0.268 -0.452 -0.445 -0.099
H 1.637337 0.367360 -1.629714 -0.067 0.188 0.836 0.055
C 0.568774 0.562332 -1.505899 -0.205 -1.214 0.450 -0.567
H -1.609313 -2.296869 2.180570 0.276 0.382 0.343 -0.001
```
Forces are in eV/Å.

As for the HOMO-LUMO gap: 7.514 eV. As for the energy relative to the best compared isomer or geometry (same formula, charge and spin): 104.9 kJ/mol. The charge is -1.

---

Record 4
Below is an isolated ion of composition C3H8NO3S and charge -1, with properties calculated with ωB97M-V with the def2-TZVPD basis set.

XYZ file:
```
16
Properties=species:S:1:pos:R:3:forces:R:3:lowdin_charge:R:1
H 1.803321 -0.729048 1.423752 -0.097 0.861 -0.169 0.050
C 1.088903 -1.396934 0.969908 -2.027 -1.308 1.798 -0.167
O -0.323597 1.176590 -1.292700 -0.022 -0.252 -1.453 -0.286
C 0.543061 -1.143054 -0.381344 -5.949 1.448 -0.311 -0.159
C 0.392506 2.223285 -0.718979 -3.134 3.610 0.564 -0.167
H -0.336278 -1.935427 -0.723233 2.665 1.738 0.735 0.125
H 0.168087 -1.554974 1.674995 1.790 0.523 -1.040 0.111
H -0.323410 2.814615 -0.005080 0.956 -0.876 -0.966 0.104
H 0.802570 3.066678 -1.345272 -0.272 -1.516 -0.310 0.085
S -2.301420 -0.050937 -0.019208 0.133 0.756 -1.212 0.615
H 1.054008 1.797870 -0.080830 2.708 -0.886 1.776 0.021
N -0.534749 0.266606 -0.245138 2.404 -2.309 0.932 -0.298
O -2.407977 -1.427439 -0.542822 -0.214 -0.859 0.030 -0.575
H 1.603800 -2.344320 0.978352 0.228 -0.743 -0.105 0.042
H 1.201410 -0.805593 -1.129177 0.791 0.107 -1.050 0.056
O -2.430234 0.042077 1.436783 0.042 -0.294 0.783 -0.558
```
Forces are in eV/Å.

As for the HOMO-LUMO gap: 7.404 eV. As for the energy relative to the best compared isomer or geometry (same formula, charge and spin): 528.4 kJ/mol. The charge is -1.

---

Record 5
Below is C3H8NO4 as an isolated structure, with properties calculated with ωB97M-V with the def2-TZVPD basis set.

XYZ file:
```
16
Properties=species:S:1:pos:R:3:forces:R:3:lowdin_charge:R:1
H 0.892074 -0.002580 -1.890751 0.630 0.691 -0.890 0.092
C -1.280786 0.936072 -0.809529 -1.152 -0.474 1.285 -0.688
C 1.597363 -0.059166 0.140990 -3.396 -3.740 0.719 -0.151
O -2.481618 0.951106 -0.271399 2.534 0.519 -1.167 -0.149
H 0.835225 -1.619744 -1.310385 0.773 -0.017 0.650 0.112
O -0.563655 1.857995 -1.290405 -1.270 -1.364 0.652 -0.068
C 0.741530 -0.575148 -1.013859 -2.295 0.372 0.266 -0.209
H -1.087527 -1.062432 -0.094724 -0.257 0.562 -0.086 0.098
H -2.362545 0.140825 1.247092 -0.100 -0.080 0.344 -0.015
H 1.421687 0.995259 0.379955 0.753 0.431 -0.526 0.138
O -2.239678 -0.269839 2.159835 0.360 0.908 0.070 -0.145
H -1.873355 0.475218 2.682508 -0.376 -0.748 -0.543 0.025
N -0.720433 -0.406844 -0.776104 1.278 0.658 -0.197 0.015
H 1.349926 -0.575828 1.048876 -0.348 0.002 0.340 0.108
H 2.692772 0.166518 -0.180093 4.181 -1.309 -0.651 0.059
O 3.079016 -0.951417 -0.022013 -1.314 3.588 -0.265 -0.223
```
Forces are in eV/Å.

As for the HOMO-LUMO gap: 8.499 eV. As for the energy relative to the best compared isomer or geometry (same formula, charge and spin): 402.1 kJ/mol. The charge is -1.

---

Record 6
Below is C3H8NO4P as an isolated structure, with properties calculated with ωB97M-V with the def2-TZVPD basis set.

XYZ file:
```
17
Properties=species:S:1:pos:R:3:forces:R:3:lowdin_charge:R:1
O 0.792838 -1.889280 0.100416 -0.999 -0.953 1.237 -0.231
H -0.765689 2.470272 0.076010 0.323 -0.397 -0.154 0.052
H -2.244227 -0.423303 0.418254 0.852 -1.816 -0.012 0.061
C -1.682410 -1.433437 0.520030 1.078 1.603 1.387 -0.105
H 0.716495 2.032489 0.895705 1.870 0.494 0.029 0.011
P 1.392130 0.799276 -1.279320 0.153 -1.223 0.264 0.142
H -1.908572 -1.866632 1.525241 -0.304 0.026 -0.583 0.024
H 0.074945 -0.762700 1.663684 0.412 0.536 0.563 0.076
H -1.910816 -2.161219 -0.256701 0.077 0.225 -0.188 0.029
O 2.430031 1.189899 -0.244565 0.309 0.397 -0.835 -0.446
O 1.772783 -0.674542 -1.872492 -0.260 0.723 -0.312 -0.249
H -0.689154 1.333435 1.410449 -0.308 -0.085 -0.308 0.042
C -0.152125 1.627258 0.476406 -3.251 -0.951 0.495 -0.277
O 1.019721 1.668447 -2.442251 0.427 0.654 -0.047 -0.435
H 1.287823 -1.242691 -1.223535 0.366 -0.778 0.255 -0.038
C -0.074197 -1.113302 0.648151 -1.017 1.227 -3.703 -0.460
N -0.059576 0.446030 -0.415483 0.272 0.316 1.911 -0.196
```
Forces are in eV/Å.

As for the HOMO-LUMO gap: 6.417 eV. As for the energy relative to the best compared isomer or geometry (same formula, charge and spin): 16.5 kJ/mol. The charge is -2.

---

Record 7
Below is C3H8NO8PV as an isolated structure, with properties calculated with ωB97M-V with the def2-TZVPD basis set.

XYZ file:
```
22
Properties=species:S:1:pos:R:3:forces:R:3:lowdin_charge:R:1
C -0.600898 1.494343 0.562198 -1.819 5.781 -0.368 -0.395
O 0.723428 -1.389634 -1.494402 1.578 2.906 1.546 -0.311
O -0.865910 2.723974 0.469529 1.341 -5.741 0.430 0.137
O -1.450227 0.503161 0.013593 2.867 1.176 0.500 -0.005
H 2.136781 -0.205447 1.529502 -1.543 0.463 -1.104 0.126
V 0.590750 -2.052169 4.268502 -2.098 0.577 2.029 1.416
H -1.342962 1.725277 -1.804755 -0.370 -1.145 1.230 0.144
H 1.189868 1.103435 -2.630541 0.296 -0.332 0.738 0.112
O 1.305537 -1.988554 2.681151 -0.755 -0.584 2.944 -0.392
H -3.344907 0.497634 -2.609590 -0.208 0.443 0.932 0.092
H -1.365641 -0.090784 -2.088565 0.027 0.964 1.890 0.133
H -3.590366 -0.054950 -1.079748 -0.063 0.883 -0.559 0.089
O 3.220556 -0.857867 -0.965967 -3.095 0.981 1.141 -0.165
N -3.255450 0.781692 -1.609617 1.560 -1.495 0.516 0.034
H 3.116103 -1.799050 -0.660349 0.265 0.956 -0.566 0.091
O 1.576555 1.189319 -1.728714 0.103 -2.389 2.037 -0.127
O 0.599350 1.190707 1.318348 -2.135 -2.414 -2.199 -0.005
C 1.138306 -0.099360 0.949119 1.503 0.866 1.819 -0.201
C -1.754164 0.746757 -1.383517 -1.071 0.252 -2.892 -0.246
O -0.107698 -2.135365 5.849136 2.726 -0.129 -4.775 -0.333
H 0.486209 -1.004455 1.308241 0.620 1.220 -1.198 0.114
P 1.594777 -0.278664 -0.893556 0.269 -3.241 -4.092 0.695
```
Forces are in eV/Å.

As for the HOMO-LUMO gap: 2.151 eV. The charge is +1.

---

Record 8
Below is one molecule with the formula C3H8NOP, with properties calculated with ωB97M-V with the def2-TZVPD basis set.

XYZ file:
```
14
Properties=species:S:1:pos:R:3:forces:R:3:lowdin_charge:R:1
C 0.295413 0.089377 0.483157 -0.345 -0.118 -0.920 -0.513
H -1.236999 1.458605 0.830740 -0.395 -1.019 -0.739 0.060
H 1.403539 -1.790840 -0.239344 0.803 0.261 0.058 0.066
H 0.143755 -1.098533 -1.233531 -0.269 -0.079 -1.681 0.041
C 0.440085 -1.321874 -0.251165 0.053 2.194 1.377 -0.128
H -0.212022 -2.048793 0.151657 -0.916 -0.694 0.571 0.008
H 0.398619 -0.066837 1.550459 0.531 0.021 0.329 0.105
H 1.036642 1.486049 -1.097529 0.565 -1.119 1.120 0.096
N -1.078193 0.607001 0.250951 -1.389 -2.504 -0.382 -0.186
C 1.392267 1.079648 -0.083628 -2.952 0.830 -0.749 -0.076
P -2.575012 -0.821489 -0.231422 4.237 2.486 1.261 0.936
H 2.193310 0.405896 -0.168701 1.872 0.056 -0.261 0.033
O -3.744188 -0.017696 -0.420693 -1.994 0.772 -0.264 -0.513
H 1.542783 2.039488 0.459044 0.199 -1.088 0.280 0.072
```
Forces are in eV/Å.

As for the HOMO-LUMO gap: 8.039 eV. As for the energy relative to the best compared isomer or geometry (same formula, charge and spin): 124.7 kJ/mol. As for the SMILES: CC(C)NP=O. The charge is 0.

---

Record 9
Below is a 2-piece molecular cluster, C3H8NOS overall, with properties calculated with ωB97M-V with the def2-TZVPD basis set.

XYZ file:
```
14
Properties=species:S:1:pos:R:3:forces:R:3:lowdin_charge:R:1
H 1.462514 -2.740117 1.400093 0.096 -0.035 -0.071 0.052
H 0.942927 -0.996830 1.749244 -0.142 -0.034 0.051 0.016
H -1.922490 1.742012 -0.775561 0.005 0.051 0.084 0.086
C -1.237151 0.978803 -0.383596 0.206 -0.183 -0.664 -0.418
H -0.495949 0.586422 -2.360152 0.162 -0.108 -0.074 0.029
H 0.667280 0.949103 0.271463 0.072 -0.029 -0.188 -0.007
S 0.321151 -1.274698 -0.941169 -0.165 0.080 -0.385 0.205
H 0.237965 2.435123 -0.303706 0.138 0.228 -0.536 0.033
C -0.871368 -0.008580 -1.521450 -0.289 0.106 0.813 -0.740
H -1.806541 -0.482839 -1.840314 0.081 -0.060 -0.118 0.023
N -0.080100 1.632803 0.198129 -0.227 -0.050 1.011 -0.050
C 1.733223 -1.753238 1.809669 -0.116 0.358 0.136 -0.247
O 2.812982 -1.507065 2.289276 0.180 -0.229 -0.006 -0.061
H -1.764444 0.439095 0.408080 0.000 -0.094 -0.053 0.080
```
Forces are in eV/Å.

As for the HOMO-LUMO gap: 6.894 eV. As for the energy relative to the best compared isomer or geometry (same formula, charge and spin): 121.8 kJ/mol. The charge is -1.

---

Record 10
Below is one molecule with the formula C3H8NOS, with properties calculated with ωB97M-V with the def2-TZVPD basis set.

XYZ file:
```
14
Properties=species:S:1:pos:R:3:forces:R:3:lowdin_charge:R:1
S -0.808878 -0.977508 -1.985090 0.191 0.400 0.290 0.676
H -0.813892 1.188403 -0.865607 -0.506 0.402 0.277 0.062
H 2.280000 0.561011 0.003167 -0.118 0.047 -0.013 0.157
N 1.692671 0.299738 0.794784 0.981 1.178 -2.393 0.167
H 0.739956 0.788805 -1.540202 0.336 0.150 0.013 0.060
C 0.328772 -0.137240 0.382146 -0.082 0.050 1.172 -0.420
C -0.449503 0.454228 1.530658 -0.754 0.224 0.010 -0.341
C -0.092174 0.407479 -0.960375 0.048 -1.123 -1.106 -0.489
H -1.070070 -0.206584 -3.048758 -0.047 -0.048 -0.012 -0.158
H 1.533570 1.080000 1.455388 -0.455 0.226 0.793 0.129
H 2.197280 -0.372725 1.300264 0.561 -1.375 1.042 0.135
H -1.508842 0.209443 1.550383 -0.154 0.034 0.095 0.091
O 0.202931 0.851331 2.571869 0.085 -0.020 0.103 -0.190
H 0.386723 -1.236868 0.394243 -0.084 -0.144 -0.270 0.120
```
Forces are in eV/Å.

As for the spin multiplicity: 2. As for the HOMO-LUMO gap (spin up / spin down): 5.330 / 8.791 eV. Its expectation value of S² is 0.75. As for the energy relative to the best compared isomer or geometry (same formula, charge and spin): 120.3 kJ/mol. The charge is 0.